Computed, not measured: a cluster of 9 separate species, C71H143N9O7 in total, with ωB97M-V with the def2-TZVPD basis set.

```
230
Properties=species:S:1:pos:R:3:lowdin_charge:R:1
H 7.34341 -2.25540 -0.39375 0.0926
C 0.38312 3.62213 2.24356 -0.1387
H -1.69876 -6.54696 8.44565 0.0588
C -2.03811 5.93547 -4.30141 -0.0115
H 1.39267 2.62103 -4.76332 0.0664
H -6.26825 2.17316 -5.41829 0.1173
O 1.36300 -5.36898 7.36385 -0.0520
H 8.25063 0.82689 1.49715 0.0786
C -0.61942 -4.66581 8.38567 -0.5130
H -2.25723 3.74527 -2.53900 0.0550
C -1.44753 -0.07745 0.46991 -0.4863
N 1.18226 1.74663 6.06916 -0.0725
H 2.73604 -0.84873 1.54757 0.0767
C -0.01830 2.20725 8.27327 -0.0271
H -4.83718 -5.31955 -0.29257 0.0813
C -0.43524 -5.00527 5.85364 -0.4933
H 1.53921 -1.25629 -1.64384 0.1220
C -1.74190 7.08200 -2.03725 -0.1507
C 2.89341 0.86536 7.67274 -0.0114
H 3.74785 1.71023 5.10554 0.0814
H -2.55490 3.47037 -6.70170 0.0890
H 1.88893 3.26040 7.09474 0.0743
H -5.71215 -5.56747 -5.57954 0.0940
C 9.34327 -1.28383 -1.96188 -0.0179
H 0.18720 -2.90524 -0.02231 0.0839
H -6.23504 0.54692 -8.59551 0.0649
C 1.54135 -0.64330 6.20757 -0.1434
H -6.04471 -1.30599 -6.45512 0.0879
N 4.47638 1.51546 -4.89114 -0.0063
O -0.03064 -0.03403 2.36126 -0.0255
H -5.38876 -2.31874 -3.32896 0.1079
O -6.26523 -5.99021 -2.14735 -0.0248
H 5.84629 -0.51546 0.85448 0.1310
H 1.45046 8.36124 -2.63230 0.1290
H 2.12218 5.52293 -1.50627 0.0867
H -0.17264 -1.72372 6.95831 0.0692
H 2.25006 0.75763 8.53530 0.0628
H -1.77329 -1.91515 1.57550 0.0785
O 0.13071 4.18414 -3.32770 -0.0465
N -0.07537 0.04889 0.91766 -0.0577
H -3.68777 -3.85659 6.67617 0.1199
C -4.45432 -4.36995 -0.67037 -0.0144
H -2.28425 -2.12678 -0.07066 0.0579
H -1.36047 1.19826 -1.37212 0.1187
H -1.23578 2.80864 -5.65375 0.0757
H -7.15603 -6.07669 -2.45010 0.0901
O -3.66316 1.18660 -8.24202 -0.0347
C -5.33018 -3.90812 -1.89361 -0.5270
H -0.61974 -3.95878 10.31799 0.0707
H 0.17924 3.62239 -2.55159 0.0852
H 2.95886 -0.75959 -0.14444 0.0569
H -1.07182 8.50840 -3.43051 0.1014
H -0.15355 -6.92135 4.87066 0.0805
H -7.20590 -2.81491 -2.09908 0.0831
C 0.95099 -0.82061 0.31340 -0.4985
H 8.50943 -0.79347 0.74774 0.0641
H -3.95267 2.99830 -4.86625 0.1201
C -5.15573 -6.19359 -4.85289 -0.0543
H 2.10550 -4.75065 7.46142 0.1014
H 8.91468 0.32559 -4.23268 0.0917
H -2.96708 -2.31078 -3.92086 0.0848
C 3.33145 1.80243 -5.54359 -0.1440
H -0.59853 -0.62269 -2.89988 0.1061
H -1.36045 2.30496 -7.34505 0.0856
C 3.19828 0.75416 5.15042 -0.0323
C 2.23404 5.84169 -2.54552 -0.0470
H 2.96443 6.63753 -2.67748 0.0947
H 3.75455 0.22532 7.83293 0.0878
H 7.14842 -0.07948 -4.28638 0.0713
H -4.36659 -1.15900 -5.82898 0.0647
H 5.25758 1.09302 -5.36074 0.1349
H -2.63356 1.06590 1.99039 0.0756
C 0.92609 -2.32808 0.57930 -0.0289
C 6.12514 -0.47941 -0.20807 -0.1478
H -3.11568 -6.98278 -3.68304 0.0732
H -2.67164 -3.55751 -2.72923 0.0898
H -2.75866 7.46784 -2.29011 0.1315
C -2.21876 -1.38875 0.72776 -0.0194
H -4.46990 -3.66109 0.14190 0.0654
C -5.22497 0.69188 -6.63009 -0.5176
C -4.66360 -2.71298 -2.61377 -0.1309
C -5.86422 1.16534 -5.25486 -0.1103
H -3.03133 -5.43760 6.99367 0.1058
H -1.71337 0.36473 7.06275 0.1186
H -0.90715 9.06855 -1.84703 0.1156
C -0.86861 -6.11429 8.98030 -0.0121
C 2.41320 2.31479 -4.64064 -0.0678
H 7.08256 2.82145 -0.21030 0.0880
H 9.36088 0.58732 0.18462 0.0756
C -6.33178 1.06022 -7.66474 -0.0379
H -3.11525 1.29157 0.28564 0.0859
H 2.44934 0.71229 0.69871 0.0809
N -4.08163 1.52427 -6.88819 -0.0719
H -1.19373 2.33401 5.01772 0.0805
H -3.88579 -6.75199 -2.11516 0.0798
H 1.54651 -4.78443 4.81714 0.0824
H 5.63532 1.88055 -0.69927 0.0672
C 2.20770 0.73476 6.29335 -0.5119
C 0.93828 6.34435 -3.08662 -0.5450
H -2.68876 -0.40130 -5.01097 0.0428
C -4.56562 -5.41897 -3.71527 -0.5174
H -2.04616 2.68663 6.50404 0.0785
H -3.40135 5.03388 -2.06230 0.0962
H 1.22129 -0.86272 5.18144 0.1153
H -7.29889 0.75643 -7.26964 0.0788
H -4.74778 -1.26238 -7.54649 0.0794
C -3.42098 -3.15571 -3.40863 -0.1622
H 9.13172 -1.75498 -1.00306 0.0614
C -1.45055 0.14430 -1.05416 -0.1622
H 0.15902 -4.60087 3.76842 0.0739
C 0.28212 -0.74001 7.03179 -0.1753
C -2.34664 4.74882 -2.10846 -0.0438
H 0.03660 -6.74920 8.88409 0.0833
H -0.58934 3.94205 2.60219 0.1125
N -0.13363 5.44617 -2.66241 -0.0594
O 8.64708 1.66258 -1.86888 -0.0246
H -6.70708 0.50303 -5.03911 0.1134
H 8.43519 -1.28517 -4.43812 0.0741
H -2.70069 -5.63657 -2.62817 0.0705
C 2.36735 -0.37808 0.65827 -0.0289
H -2.64519 -3.81764 8.93048 0.1214
C 0.51626 -4.41951 4.76418 -0.0264
H 3.34186 1.63037 -6.61275 0.1080
H 6.87373 -2.42790 -2.96095 0.1346
H 3.31263 1.86849 7.77656 0.0793
H 1.11611 0.45242 -1.36521 0.1195
H 1.14484 3.14027 4.17681 0.0881
C -3.56591 1.99332 -4.62673 -0.1433
H -1.00086 2.50113 8.60710 0.0802
H -1.09382 -6.14461 10.04781 0.0757
N -5.66782 -4.90078 -2.86628 -0.0695
H 9.79045 -1.95337 -2.70510 0.0917
H 1.40485 5.53768 -5.07777 0.0774
H -2.00210 -0.38712 -6.64551 0.0812
H 0.13260 0.86184 2.68418 0.0701
C -2.26270 1.15944 0.96653 -0.0263
C -1.94113 2.59691 -6.46978 -0.0276
C 1.19887 6.47391 -4.58003 -0.0278
H 1.00200 -4.14741 9.80240 0.0878
H 0.23149 1.39942 8.98205 0.0806
C -0.55712 -6.50089 5.77249 -0.0201
C -5.08616 -0.82401 -6.61331 -0.0325
H -2.90377 5.34178 -4.57923 0.0683
H 0.00945 -6.92863 6.57251 0.0635
H 0.64941 3.07969 8.44029 0.0898
C -3.95661 -4.17422 -4.40089 -0.1329
C -0.07862 1.81833 6.80396 -0.4984
H -1.47562 -3.21866 5.38886 0.1165
H 6.06496 -0.89075 -2.72955 0.1021
H 0.56769 -3.32735 4.90754 0.0684
H -3.39913 -4.52754 -0.89176 0.0608
H -1.60949 2.03182 1.02390 0.0596
C 6.82612 -1.54456 -2.30746 -0.1327
H -4.47423 -1.95582 -1.82158 0.1232
H -3.26081 -4.51254 -5.14486 0.1217
H -1.27418 5.61852 -5.04591 0.0790
H 2.70153 0.62164 4.17770 0.0825
C -6.64499 -3.36950 -1.34560 -0.0427
N 7.61693 0.61738 -1.80156 -0.0615
C -3.51616 -6.26052 -3.00335 -0.0142
H -2.70894 2.07463 -3.94154 0.1111
H -0.86114 0.25527 5.55926 0.1155
H 0.36423 6.87402 -5.16926 0.0723
C 7.24086 0.57016 -0.41219 -0.5269
C 1.08662 3.73568 1.05908 -0.1162
H 2.01409 7.17821 -4.74746 0.0890
H -6.41160 -2.68534 -0.51257 0.0858
H -6.35049 2.12953 -7.86812 0.0901
H -1.57771 -6.85652 5.76976 0.0821
H -5.84606 -6.99030 -4.57986 0.0806
C 8.04787 -0.64572 -2.42100 -0.5361
H 5.22931 -0.18333 -0.79257 0.1071
H 2.23832 -1.44070 6.47671 0.1274
H 0.73728 -2.59683 1.60857 0.0695
H 0.45215 -0.67932 8.13047 0.1018
H 1.87782 -2.78477 0.31375 0.0816
C -1.74762 -4.26354 5.63692 -0.1530
C -1.56373 5.81667 -2.86323 -0.5125
C 2.55863 3.14730 2.67292 -0.1076
H 3.24983 3.39068 0.62946 0.0868
C 2.42154 3.44869 1.31899 -0.1243
H -3.25095 -1.20754 1.01773 0.0775
H -0.79277 -1.83802 -1.67688 0.0924
H -1.13949 0.44332 -5.48017 0.0703
C -2.15703 0.21415 -5.74378 -0.0143
H 3.88310 -0.06173 5.25892 0.0815
C -0.71264 0.39705 6.64769 -0.1054
H -4.43172 0.15712 -4.06493 0.0814
C 3.16303 2.38925 -3.40186 -0.1200
C 6.52850 1.87960 -0.04139 -0.0391
C 8.39989 0.26957 0.58273 -0.0095
H -2.47026 -0.06576 -1.39594 0.1056
C 6.45279 -1.82362 -0.84156 -0.1550
H 8.32266 2.29131 -2.52393 0.0999
H -5.14941 1.51718 -3.18085 0.1199
C -4.76221 1.20143 -4.16746 -0.1707
C -1.07400 2.75876 6.03167 -0.0206
H 5.58970 -2.43203 -0.77221 0.0976
H -2.23060 -4.66194 4.73806 0.1262
H 5.21816 1.63472 -2.90730 0.0877
H 6.19222 1.86310 1.01744 0.0915
H 0.72292 4.02094 0.08824 0.0751
N 1.29122 3.25386 3.19376 0.0204
C -0.53805 -0.78444 -1.82708 -0.1693
H 0.01218 -2.76819 9.26965 0.0632
H -3.32405 0.25729 -8.24841 0.0932
H -1.65485 -2.88362 7.86482 0.0880
H -0.80363 3.79114 5.97009 0.0717
H 10.13865 -0.55385 -1.83464 0.0850
H -4.84825 -3.71561 -4.84733 0.1110
H -1.75599 6.84435 -0.95545 0.1277
C 0.65478 7.65653 -2.33701 -0.1291
C 4.37579 1.81089 -3.56723 -0.1367
H 2.74782 2.71238 -2.47537 0.0750
H -7.31689 -4.14623 -0.91745 0.0907
N 0.12701 -4.55188 7.17563 -0.0419
H 3.40292 2.91705 3.29815 0.0936
C -2.93910 1.55392 -5.96845 -0.5049
H -2.29274 6.97809 -4.50728 0.0793
O 1.84314 3.02224 6.15604 -0.0490
C 0.81205 -0.57974 -1.19667 -0.1497
H -1.96350 4.57441 -1.10418 0.0779
H -4.34278 -6.71788 -5.39652 0.0926
H 2.57946 4.94414 -3.05719 0.0594
C -0.75521 8.16474 -2.45354 -0.1814
H 0.79304 7.43095 -1.29594 0.1151
C 0.01714 -3.82813 9.47253 -0.0442
C -1.97807 -3.90427 8.07106 -0.1220
C -2.71455 -4.38637 6.80711 -0.1691
C 8.13840 -0.39298 -3.92376 -0.0440
```

Values from the calculation:
**SMILES**: CC1(C)CCCC(C)(C)N1O.CC1(C)CCCC(C)(C)N1O.CC1(C)CCCC(C)(C)N1O.CC1(C)CCCC(C)(C)N1O.CC1(C)CCCC(C)(C)N1O.CC1(C)CCCC(C)(C)N1O.CC1(C)CCCC(C)(C)N1O.c1cc[nH]c1.c1cc[nH]c1
**Frontier orbital gap**: 8.39 eV

Computed, not measured: a structure of composition C71H82BBaN8O7PSSb, with ωB97M-V with the def2-TZVPD basis set.

```
173
Properties=species:S:1:pos:R:3:lowdin_charge:R:1
O 0.62798 1.87373 -3.78823 0.0238
N -1.22130 0.44088 -5.66865 -0.0955
C -5.18768 -0.95490 0.59863 -0.1226
H -4.17389 -0.04115 6.55496 0.0556
H 5.88808 -2.34393 -2.86702 0.0757
H 2.54344 -6.10432 -1.91837 0.1005
N -0.08193 2.81681 -4.05538 -0.3038
O -0.69865 1.58747 -1.47918 -0.3773
O -3.80295 6.94770 -1.94448 0.0705
C 1.89540 0.04329 5.49249 -0.0643
C 4.78082 1.02486 5.01248 -0.0589
H 2.96846 1.43772 -8.13183 0.0994
H -0.81778 1.12917 -6.28919 0.0684
H 4.97972 -1.14875 2.62809 0.1182
H -6.11611 3.12513 5.71605 0.0737
H -6.42193 -2.63824 1.13244 0.0929
H 4.15480 -0.68598 -8.59013 0.0951
N 2.93729 -0.70733 2.02943 -0.0433
H -4.56282 -1.59773 4.49666 0.0574
C -2.30700 0.91753 -4.94616 -0.4121
C -4.37175 -3.19161 0.81835 -0.0933
C 2.99649 -1.80045 -7.16357 -0.0910
H -4.95208 1.95735 6.34192 0.0548
H -2.15385 -5.80101 -5.58182 0.0960
C -3.08693 -2.74056 0.49172 -0.3035
H -0.54612 -7.95152 0.41627 0.1011
H -3.17392 -2.53391 5.05630 0.0721
C 2.35373 -0.88695 3.31056 -0.1212
H 2.17994 2.80035 3.56319 0.0635
C -5.42515 -2.29459 0.88398 -0.1074
C 2.29698 -3.42798 1.55663 -0.0693
C 1.64096 0.56678 -6.69180 -0.0999
H -6.01043 -0.24502 0.60700 0.0927
H 0.37205 -0.95565 6.63552 0.1029
C -0.72844 -5.82675 0.07138 -0.4879
C -4.08123 2.45955 -4.54975 -0.0862
H 3.36361 -2.93955 -2.56891 0.0770
C -1.52133 -4.32588 -4.16000 -0.0780
C -1.04170 -3.03196 -3.98038 -0.0972
C -0.83517 -2.19737 -5.07345 -0.3777
H -2.75481 2.58751 -6.23936 0.1111
C 3.46291 3.22232 -2.06377 -0.0470
H 1.72724 -5.39482 3.15449 0.0735
H -2.62381 0.78701 6.75490 0.0597
H -1.67555 -4.96829 -3.30189 0.0996
H 5.83871 -1.50884 -1.31538 0.0572
C 3.94915 0.48589 -2.36234 -0.1162
H 2.02327 -2.73094 0.76831 0.0465
H 5.19794 2.94588 0.99659 0.0796
H 1.42123 -3.89739 -1.69227 0.0889
C 1.62563 -6.01588 -1.35069 -0.0858
H -4.64794 3.34258 -4.82047 0.1071
N -2.60242 0.23130 -3.84747 0.1196
H 3.91140 3.37943 -4.15650 0.1007
C 4.08629 1.36868 -3.43013 -0.0449
H 0.10607 2.94102 5.04627 0.0764
C -6.18728 0.90238 4.08287 -0.1615
C -3.09818 -0.12540 6.38782 -0.1450
H 3.34647 -3.26991 1.81298 0.0872
C -1.17692 2.70690 -1.76839 -0.2977
H 2.19239 -4.44301 1.17236 0.0677
C 1.51960 -1.97977 3.59145 -0.1011
H -7.18358 1.31584 4.27521 0.0713
C 1.40274 -3.28306 2.78503 -0.3309
C 3.35066 2.38464 -0.96026 -0.1204
C 1.95498 -1.76426 -6.24862 -0.1035
C 3.83077 2.72041 -3.29913 -0.0848
C -2.47053 5.14467 -2.44591 -0.1343
H -3.76770 0.52853 0.07719 0.0558
C -1.60166 4.55209 -3.35084 0.0802
H 2.07073 0.79948 6.24978 0.1109
H -3.83087 0.03004 -2.21841 0.0914
C 4.32383 -0.73666 1.87554 -0.1166
C 1.07203 -7.15294 -0.74890 -0.1004
O -1.38090 2.22159 1.00186 -0.3447
H -3.21949 -1.90872 3.40161 0.0530
H 0.05746 -2.72634 4.97309 0.1083
H -0.99139 -2.01444 -7.20671 0.1052
C -3.03909 2.04413 -5.34759 -0.0356
C -5.11823 1.99204 4.16857 -0.5632
N -0.91309 -3.51821 -0.35848 0.1157
H 6.37522 -0.64454 -2.77067 0.0788
C -2.01230 -3.73631 0.28420 -0.5121
H -0.14786 2.22178 3.45271 0.0621
C 1.01130 -4.78656 -1.23701 -0.0382
H -6.00812 0.12048 4.82464 0.0559
C 3.24840 -1.97761 -2.05876 -0.0658
C -3.62970 0.63326 -3.09732 -0.1219
C -0.96708 3.38715 -3.02759 -0.0363
H 0.35926 -3.37842 2.45970 0.1323
C -0.17685 -4.68472 -0.51599 -0.3323
H 3.27113 4.28434 -1.95311 0.1062
C 1.72679 -4.46064 3.72054 -0.0692
Ba -0.56432 0.19645 0.23824 1.7472
C 3.57551 1.00287 -1.11942 -0.1241
C 5.67169 -1.38575 -2.38547 -0.0590
C 4.38991 3.67455 0.90269 -0.0507
N -2.24330 2.95263 0.48530 -0.2929
O -2.88402 6.88000 -3.89096 0.0708
C 4.22334 -0.97732 -2.67784 -0.3545
O -0.14310 3.32716 -5.17490 0.0257
C -2.05301 3.42090 -0.87340 -0.0514
H -4.56147 -4.24647 0.99662 0.0708
C -2.78395 -1.38794 0.26926 -0.2708
H 1.16840 1.51783 -6.47382 0.0769
H -5.21034 2.04178 -2.74928 0.0998
H 5.20841 0.02863 4.88473 0.0742
H 2.17635 4.89617 -0.15196 0.0736
H 1.69295 -2.66502 -5.70553 0.1052
H 3.43820 -2.13204 -0.99714 0.0648
C -4.39691 1.74339 -3.39663 -0.0763
H 4.09455 -1.05045 -3.75740 0.1129
H -5.33319 2.75290 3.41059 0.0708
C -3.47463 -1.67876 4.43989 -0.1546
H -1.69023 4.19180 3.03175 0.0559
H 2.71924 -4.32362 4.15831 0.0895
H 2.56768 2.74389 5.28806 0.0684
H -1.65510 4.79238 4.68955 0.0759
C -5.13525 2.66867 5.53700 -0.1472
C 3.10743 2.99655 0.40927 -0.3672
H 3.95035 1.18939 3.05620 0.1046
N 3.46888 0.18827 0.03473 -0.0226
C 2.57287 0.11134 4.28460 -0.1190
C -1.79684 -4.78880 -5.43610 -0.0953
C -0.10806 -7.06965 -0.03341 -0.1003
C 3.35332 -0.65491 -7.86277 -0.1031
C 2.97961 2.61989 4.28385 -0.0627
H 2.21641 -1.63616 -2.17650 0.0783
H 1.57273 -8.10843 -0.84119 0.0955
O -3.19748 3.36538 1.11526 0.0461
N -3.10150 6.42079 -2.78633 -0.3588
H 5.56115 1.76173 4.80533 0.0769
H 2.85538 2.19714 1.10344 0.0868
C 4.64322 -0.20416 0.68980 -0.0920
H -6.20456 0.42538 3.10041 0.0496
H -3.19663 4.37875 3.92066 0.0576
C -0.51555 2.23606 4.48403 -0.1484
C 3.58347 1.23007 4.07946 -0.3602
H 4.38542 0.97334 -4.38960 0.1078
H -3.36755 5.06590 -0.51011 0.1375
H 4.71100 4.45013 0.20182 0.0769
H -2.32769 2.61533 5.57012 0.0616
H 5.62354 -0.03125 0.27448 0.1127
C -2.70729 4.58383 -1.21662 0.0902
C -1.98307 2.65303 4.53404 -0.5685
C 2.67836 0.53105 -7.61468 -0.0911
H 3.74841 3.38284 4.13698 0.0716
H 1.01290 -4.56603 4.53682 0.0631
H -0.35111 1.24197 4.90139 0.0441
C -3.89224 -0.53664 0.30865 -0.2619
C -2.14934 4.08345 4.01692 -0.1508
C 1.94110 3.98852 0.41040 -0.0498
Sb -3.20049 1.19664 3.47547 1.5675
H -0.83487 -2.66561 -2.97929 0.0833
H -1.84160 -4.30862 -7.53160 0.0954
C -1.61561 -3.95119 -6.53409 -0.0939
H 3.53348 -2.72669 -7.32711 0.0990
S -2.22529 -5.40787 0.82322 1.0779
P -0.09295 -0.54360 -4.74128 1.0968
C 0.95637 -0.95047 5.72250 -0.0976
H 4.48167 1.12736 6.05928 0.0752
H -4.38993 3.46020 5.61604 0.0499
H -1.42326 5.00491 -4.31517 0.1356
H 1.05163 3.53216 -0.03111 0.0656
C -1.14039 -2.66384 -6.35132 -0.1038
C -2.78975 -0.39315 4.91946 -0.5633
H 1.70173 4.28710 1.43449 0.0754
C 1.24047 -0.58770 -6.01839 -0.3442
B 2.25836 -0.12975 0.83896 -0.4429
C 0.78464 -1.94551 4.78160 -0.0596
H 4.22955 4.13882 1.87984 0.0642
H -2.73693 -0.95299 7.01007 0.0713
H -1.70875 -0.52783 4.80934 0.0450
```

Values from the calculation:
**Frontier orbital gap**: 4.41 eV
**Total charge**: -1

What did we get for E_HOMO? Answer: -7.94, -3.93 eV, in the order shown.
What did we get for max |F|? Answer: 0.0592, 0.1019 hartree/bohr, in the order shown.
What did we get for E_tot? Answer: -3810.19633, -4749.44271 a.u., in the order shown.